[1]
{
  "formula": "CH3O4S",
  "method": "ωB97M-V with the def2-TZVPD basis set",
  "e_homo_ev": [-3.7616, -2.9218],
  "de_lowest_kj_mol": 689.46,
  "total_charge": -1,
  "spin_multiplicity": 1,
  "orbital_gap_ev": [7.4, 5.2],
  "species": ["C", "O", "O", "O", "O", "S", "H", "H", "H"],
  "coordinates": [[0.3905, -0.8467, 0.8908], [1.4176, 0.2279, -1.4329], [2.5781, 0.8403, 0.6591], [-2.0476, 0.2897, -1.0564], [-2.0473, 0.4652, 0.3248], [1.2743, 0.4746, 0.0312], [-0.0439, -0.2459, 1.6594], [-0.3950, -1.2102, 0.1437], [-1.1267, 0.0049, -1.2197]],
  "mulliken_charge": [-0.6377, -0.6050, -0.5786, -0.2671, -0.1412, 0.5401, 0.1842, 0.1793, 0.3262]
}

[2]
{
  "formula": "CH3O4S",
  "method": "ωB97M-V with the def2-TZVPD basis set",
  "e_homo_ev": [-4.1408, -2.9792],
  "de_lowest_kj_mol": 695.91,
  "total_charge": -1,
  "spin_multiplicity": 1,
  "orbital_gap_ev": [7.7, 5.7],
  "species": ["C", "O", "O", "O", "O", "S", "H", "H", "H"],
  "coordinates": [[0.0121, -1.2548, 0.1907], [1.5516, 0.0094, -1.4298], [2.3889, -0.1828, 0.9284], [-1.6779, 1.2253, 0.0659], [-0.7606, 2.2670, 0.1679], [1.1949, -0.0397, 0.0022], [-0.5070, -1.5902, 1.1480], [-0.8895, -1.1855, -0.4529], [-1.3126, 0.7512, -0.6205]],
  "mulliken_charge": [-0.7483, -0.5755, -0.6307, -0.2138, -0.3163, 0.6443, 0.2664, 0.2234, 0.3504]
}

[3]
{
  "formula": "CH3OS",
  "method": "ωB97M-V with the def2-TZVPD basis set",
  "e_homo_ev": [-10.0828, -9.9468],
  "de_lowest_kj_mol": 2.32,
  "total_charge": 0,
  "spin_multiplicity": 2,
  "orbital_gap_ev": [10.9, 7.1],
  "species": ["S", "H", "O", "C", "H", "H"],
  "coordinates": [[0.2294, -0.2632, -1.8037], [-0.9811, 0.2759, -1.8626], [-0.6353, 0.1825, 2.3372], [0.2514, 0.3034, 1.5414], [0.5868, -0.5950, 1.0078], [0.6417, 1.3065, 1.3393]],
  "lowdin_spin": [0.9252, 0.0507, 0.0051, 0.0082, 0.0109, -0.0001]
}

[4]
{
  "formula": "CH3PS",
  "method": "ωB97M-V with the def2-TZVPD basis set",
  "e_homo_ev": [-7.4479, -10.1744],
  "de_lowest_kj_mol": 0.00,
  "total_charge": 0,
  "spin_multiplicity": 3,
  "orbital_gap_ev": [8.4, 7.6],
  "species": ["C", "P", "S", "H", "H", "H"],
  "coordinates": [[0.0071, -0.3505, 0.6411], [-0.3752, -0.0854, -1.4976], [0.2604, 1.7493, -1.8967], [-0.8462, 0.0135, 1.2364], [0.1155, -1.4173, 0.5424], [0.8385, 0.0903, 0.9744]],
  "lowdin_spin": [0.2779, 0.7921, 0.8974, 0.0148, 0.0101, 0.0077]
}

[5]
{
  "formula": "CH3PS4",
  "method": "ωB97M-V with the def2-TZVPD basis set",
  "e_homo_ev": [-8.6075, -7.8700],
  "de_lowest_kj_mol": 210.59,
  "total_charge": 0,
  "spin_multiplicity": 1,
  "orbital_gap_ev": [7.0, 6.1],
  "species": ["C", "P", "S", "S", "S", "S", "H", "H", "H"],
  "coordinates": [[0.9687, 0.6916, 0.7669], [-0.3159, -0.4115, 0.7539], [1.8647, -2.2262, 2.8017], [0.6303, -2.4731, 1.3315], [-2.7727, -0.7839, -1.4534], [-0.7726, -0.3780, -1.3298], [1.5972, 0.7521, 1.6394], [1.0418, 1.4683, 0.0291], [-2.6743, -2.0762, -1.7922]],
  "mulliken_charge": [-0.5914, 0.2439, -0.1650, 0.0065, -0.1796, -0.1018, 0.3014, 0.3119, 0.1740]
}

[6]
{
  "formula": "CH3PS4",
  "method": "ωB97M-V with the def2-TZVPD basis set",
  "e_homo_ev": [-8.4180, -7.4887],
  "de_lowest_kj_mol": 286.57,
  "total_charge": 0,
  "spin_multiplicity": 1,
  "orbital_gap_ev": [7.4, 5.4],
  "species": ["C", "P", "S", "S", "S", "S", "H", "H", "H"],
  "coordinates": [[-0.7030, 0.4143, -0.8528], [0.2275, -1.1763, -0.4789], [-1.8106, -0.1287, -2.2372], [-1.3302, -2.1097, -1.7385], [1.0099, 0.1815, 1.9137], [2.6526, 1.0937, 1.3336], [-1.3996, 0.5165, 0.0996], [-0.0084, 1.2347, -1.2253], [1.3618, -0.0260, 3.1857]],
  "mulliken_charge": [-0.6284, 0.1888, -0.0693, -0.1781, -0.1064, -0.1445, 0.3815, 0.3723, 0.1843]
}

[7]
{
  "formula": "CH4Ag2BrN2O",
  "method": "ωB97M-V with the def2-TZVPD basis set",
  "e_homo_ev": [-17.3964, -17.3940],
  "total_charge": 2,
  "spin_multiplicity": 2,
  "orbital_gap_ev": [8.2, 6.2],
  "species": ["Ag", "Ag", "Br", "C", "O", "N", "N", "H", "H", "H", "H"],
  "coordinates": [[-3.0064, 0.0682, 4.1588], [-2.6139, -2.9689, 2.2082], [-1.1431, -0.3924, 1.9321], [1.1083, 0.3518, -1.5007], [1.7013, 0.2949, -2.5725], [1.5579, 0.0646, -0.3311], [-0.0547, 0.8480, -1.4205], [2.4863, -0.3143, -0.2110], [1.0012, 0.0726, 0.5116], [-0.5071, 0.8200, -0.5180], [-0.5298, 1.1556, -2.2570]],
  "lowdin_spin": [-0.0001, 0.0000, 0.0012, 0.0969, 0.8266, 0.0292, 0.0359, 0.0002, 0.0041, 0.0057, 0.0003]
}

[8]
{
  "formula": "CH4BBrNNaO5S2",
  "method": "ωB97M-V with the def2-TZVPD basis set",
  "e_homo_ev": -8.7387,
  "total_charge": 0,
  "spin_multiplicity": 1,
  "orbital_gap_ev": 6.1,
  "species": ["C", "B", "O", "S", "O", "O", "N", "S", "O", "O", "Br", "H", "H", "H", "H", "Na"],
  "coordinates": [[1.4139, -0.7214, 0.6440], [0.7757, 0.3307, -0.3629], [1.2467, 0.3472, -1.7050], [-0.5674, 1.5356, 0.1117], [-0.9893, 2.2238, -1.1364], [0.0679, 2.5283, 1.0373], [-1.7742, 0.7843, 0.9774], [-2.2081, -0.6117, 0.1733], [-2.2710, -0.4551, -1.3026], [-1.3728, -1.7804, 0.5852], [-4.2618, -1.0773, 0.9630], [1.0938, -1.7501, 0.4181], [1.1143, -0.4555, 1.6645], [2.5304, -0.6029, 0.6089], [1.7669, 1.1457, -1.7994], [3.4352, -1.4410, -0.8771]],
  "mulliken_charge": [-1.1604, 0.5884, -0.5672, 0.9224, -0.6056, -0.6956, -0.3487, 0.9025, -0.4839, -0.5444, -0.2514, 0.4972, 0.2140, 0.2590, 0.3210, 0.9527]
}

[9]
{
  "formula": "CH4BNO2",
  "method": "ωB97M-V with the def2-TZVPD basis set",
  "e_homo_ev": -10.6675,
  "de_lowest_kj_mol": 252.41,
  "total_charge": 0,
  "spin_multiplicity": 1,
  "orbital_gap_ev": 10.3,
  "species": ["B", "C", "N", "O", "O", "H", "H", "H", "H"],
  "coordinates": [[-0.9247, -0.6614, 0.1792], [0.4057, 0.9068, 0.3206], [0.7941, -0.0390, -0.6126], [1.8845, -0.5449, -0.7176], [-0.2919, -0.5905, -1.1868], [-1.9574, -0.2893, 0.2788], [-0.6901, -1.6808, 0.8911], [-0.4708, 1.5658, -0.0197], [1.2506, 1.3333, 0.8671]],
  "mulliken_charge": [0.2474, -0.5430, 0.7890, -0.5400, -0.3784, -0.0877, -0.0610, 0.2231, 0.3507]
}

[10]
{
  "formula": "CH4Br",
  "method": "ωB97M-V with the def2-TZVPD basis set",
  "e_homo_ev": [-11.3200, -10.9021],
  "de_lowest_kj_mol": 7.65,
  "total_charge": 0,
  "spin_multiplicity": 2,
  "orbital_gap_ev": [12.6, 7.5],
  "species": ["Br", "H", "C", "H", "H", "H"],
  "coordinates": [[-0.6337, -0.5323, 0.7951], [1.7000, 1.7658, -1.6887], [1.1081, 1.1848, -1.0605], [0.0816, 1.4330, -1.1738], [1.2283, 0.1529, -1.2836], [1.3785, 1.3395, -0.0447]],
  "lowdin_spin": [0.9224, 0.0062, 0.0460, 0.0084, 0.0085, 0.0085]
}

[11]
{
  "formula": "CH4Br2N3O",
  "method": "ωB97M-V with the def2-TZVPD basis set",
  "e_homo_ev": -13.8310,
  "de_lowest_kj_mol": 118.97,
  "total_charge": 1,
  "spin_multiplicity": 1,
  "orbital_gap_ev": 8.1,
  "species": ["C", "N", "N", "N", "O", "Br", "Br", "H", "H", "H", "H"],
  "coordinates": [[0.9084, 0.1840, -0.0467], [1.9304, -0.3808, 0.4761], [-0.7882, -0.5161, 0.4738], [-1.6947, 0.4948, -0.1521], [0.6988, 1.1626, -0.6364], [3.7113, 0.0933, -0.3113], [-1.2124, -2.0593, -0.3438], [2.0884, -1.1165, 1.1996], [-0.9899, 1.1310, -0.5561], [-2.5157, 0.0399, -0.7456], [-2.1363, 0.9670, 0.6424]],
  "mulliken_charge": [0.8837, -0.4245, -0.3124, -0.2521, -0.4784, 0.1425, 0.0540, 0.3329, 0.2784, 0.4402, 0.3358]
}

[12]
{
  "formula": "CH4Br2Si",
  "method": "ωB97M-V with the def2-TZVPD basis set",
  "e_homo_ev": -9.9296,
  "de_lowest_kj_mol": 293.63,
  "total_charge": 0,
  "spin_multiplicity": 1,
  "orbital_gap_ev": 10.4,
  "species": ["C", "Si", "Br", "Br", "H", "H", "H", "H"],
  "coordinates": [[-1.0596, 1.0078, 0.5772], [0.4542, -0.0617, 0.1039], [-1.1471, 2.7969, 0.0190], [-1.3984, 0.7167, 2.4732], [1.8068, 0.1463, 0.8325], [0.4863, -0.3450, -1.3337], [-1.8260, 0.5221, -0.1443], [-0.2353, -1.2630, 0.7813]],
  "mulliken_charge": [-0.2675, 0.3651, -0.0579, -0.0828, -0.0621, -0.0778, 0.2669, -0.0839]
}